Entry 1:
Formula: C4H6O2
Source: the Open Molecules 2025 dataset
Level of theory: wB97M-V/def2-TZVPD

```
12
Properties=species:S:1:pos:R:3:forces:R:3
C -1.512311 -0.491765 0.785229 -0.4 -0.2 -1.1
C -0.169069 -0.583694 0.225410 1.0 0.1 0.7
O 0.363945 -1.644070 -0.046215 0.1 0.5 0.3
C 0.415495 0.757551 -0.080872 0.5 0.2 0.0
C 1.262421 0.718969 -1.309239 0.4 0.3 -0.3
O 1.530071 1.701324 -1.955663 0.0 -0.4 0.1
H -1.636483 -0.632860 -0.395816 -2.3 -0.7 2.0
H -1.960450 0.481601 0.985138 0.6 0.0 0.1
H -1.696538 -1.198472 1.620190 -0.5 -0.2 -1.5
H -0.293800 1.595248 -0.104113 0.2 -0.3 0.0
H 1.025754 0.866824 0.821092 0.4 0.4 -0.1
H 1.589932 -0.304435 -1.576810 0.1 0.2 -0.2
```
Positions in Å, forces in eV/Å.

Energy   -306.4272 Eh
M   86.1 g mol⁻¹
LUMO level   0.6 eV
Largest force on an atom   3.1 eV Å⁻¹
Gap between HOMO and LUMO   0.3754 Ha
ΔE to the lowest compared entry with this formula, charge and spin   207.8 kJ/mol

***

Entry 2:
Formula: C14H23N10RuSi2
Source: the Open Molecules 2025 dataset
Level of theory: wB97M-V/def2-TZVPD

```
50
Properties=species:S:1:pos:R:3:forces:R:3
Ru -0.155561 -0.002708 -0.257722 0.4 -0.9 -0.8
N -2.770739 2.240760 -0.341089 -0.1 -0.1 -0.4
C -2.054093 2.154850 0.807478 0.7 -0.3 0.7
N -2.298056 2.867410 1.898935 -0.4 0.1 -0.4
N -1.384687 2.488545 2.773252 0.2 -0.1 0.2
N -0.601123 1.585346 2.262085 -0.1 0.1 0.0
N -0.990843 1.336116 1.007773 -0.4 0.7 0.5
C -2.528849 1.513296 -1.446368 0.4 -0.2 0.3
N -3.222572 1.595168 -2.577627 0.0 -0.1 -0.3
N -2.652136 0.727399 -3.379872 -0.7 0.4 -0.3
N -1.652604 0.115084 -2.794651 0.4 0.0 0.7
N -1.531059 0.583448 -1.558767 -1.2 0.4 -1.2
H -3.542449 2.902078 -0.372535 0.0 0.0 0.0
C 1.090749 -4.462613 -1.631411 -0.2 0.2 0.1
Si -0.046024 -3.002928 -1.278392 -0.1 -0.2 0.4
C -0.850127 -3.064415 0.448793 0.1 -0.1 -0.4
C -1.386402 -2.947990 -2.583259 0.3 0.1 0.0
C 1.120231 -1.464934 -1.091170 -0.7 0.6 -0.2
C 1.865375 -1.521926 0.183372 0.7 -0.4 0.5
C 2.961280 -2.278246 0.567055 -0.1 0.0 -0.1
C 3.449631 -2.112627 1.854103 0.0 0.0 0.1
C 2.845004 -1.206063 2.717970 0.0 0.0 -0.1
C 1.755469 -0.481208 2.273494 0.0 0.1 0.1
N 1.289688 -0.650798 1.033879 0.7 -0.5 0.1
Si 2.127162 -0.517345 -2.447118 0.3 0.2 0.2
C 2.689591 1.008925 -1.454297 0.0 -0.3 -0.3
C 3.537116 -1.659588 -2.951350 -0.2 0.2 0.1
C 1.221681 0.044915 -3.985752 0.0 -0.2 0.2
H 0.477347 -5.360820 -1.734013 0.0 0.0 0.0
H 1.824923 -4.647426 -0.847243 0.0 0.0 0.0
H 1.621997 -4.318080 -2.573730 0.0 0.0 0.0
H -1.704186 -3.742914 0.468391 0.0 0.0 0.0
H -1.233929 -2.078523 0.751288 -0.1 -0.1 0.1
H -0.145887 -3.390373 1.216138 0.0 0.1 0.0
H -1.814921 -3.951175 -2.655510 0.1 0.0 0.0
H -1.000969 -2.677112 -3.566967 0.0 0.0 0.0
H -2.196434 -2.262002 -2.350262 0.0 0.0 0.1
H 3.412315 -2.974490 -0.126134 0.0 0.0 0.0
H 4.303049 -2.689572 2.185744 0.0 0.0 0.0
H 3.210465 -1.060211 3.723486 0.0 0.0 0.0
H 1.237524 0.240585 2.888817 0.0 0.0 0.0
H 3.458719 0.759652 -0.721232 0.0 0.0 0.1
H 1.847430 1.461034 -0.908754 0.1 0.1 0.0
H 3.087749 1.788433 -2.105287 0.0 0.0 0.0
H 4.198634 -1.930841 -2.128583 0.0 0.0 0.0
H 4.138670 -1.154274 -3.710484 0.0 0.0 0.0
H 3.148693 -2.576739 -3.397642 0.0 0.0 0.0
H 0.515952 0.852014 -3.808200 0.0 0.0 0.0
H 0.676289 -0.766550 -4.469319 0.0 0.0 0.0
H 1.971065 0.412543 -4.691751 0.0 0.0 0.0
```
Positions in Å, forces in eV/Å.

Net charge   +1
2S+1   5
Energy   -1768.3907 Eh
M   488.6 g mol⁻¹
LUMO level (spin up / spin down)   -3.1 / -7.2 eV
Largest force on an atom   1.7 eV Å⁻¹
Gap between HOMO and LUMO (spin up / spin down)   0.3558 / 0.2018 Ha
⟨S²⟩   6.032